w | Formula: C11H14O2S
Source: the OMol25 dataset
Level of theory: ωB97M-V/def2-TZVPD

Structure (XYZ):
```
28
C11H14O2S ωB97M-V/def2-TZVPD
C 1.66951 0.79950 0.24112
C 0.69068 1.84335 0.25729
H 2.22353 0.78985 -1.85303
H -3.37518 -2.02936 -0.99749
S -0.58345 -1.39380 -0.44761
H -3.32915 1.66723 0.92729
C -2.60792 -0.18654 1.14433
C 1.83720 -0.01581 1.37602
H 3.98053 -0.85660 -1.76657
C 2.39522 0.36777 -0.92692
H 0.04736 2.09327 1.10567
H -3.10589 -0.91483 -2.32871
C -2.18616 -0.43981 -0.32818
C 3.34459 -0.58234 -0.85482
O -3.64163 0.73389 1.22674
H -4.10919 -0.43722 -1.05589
H -1.74419 0.22391 1.79869
H -0.91100 0.72013 -1.71422
C -1.01472 0.21515 -0.83879
H 4.18458 -2.20259 0.19221
H 2.80742 -1.73111 2.27864
C 2.69845 -1.11694 1.42107
H 1.40316 0.23250 2.37985
O 0.69119 2.83229 -0.58900
C -3.24691 -0.98668 -1.19259
C 3.58265 -1.29773 0.31739
H -3.05301 -1.18490 1.61163
H 1.35232 2.85743 -1.38411
```



x | Formula: C11H14O2S
Source: the OMol25 dataset
Level of theory: ωB97M-V/def2-TZVPD

Structure (XYZ):
```
28
C11H14O2S ωB97M-V/def2-TZVPD
O 0.12092 0.93731 1.25055
H 2.94312 0.48960 1.71330
C 0.33962 -0.18901 0.42397
H -1.20672 -2.43221 -0.85433
C -1.08222 0.88710 -1.66804
H 1.80065 -1.14939 -0.61983
O -2.56567 -0.13634 -0.16935
H 0.49633 2.95607 -4.12061
H 1.96510 0.57674 -0.54918
H -0.86982 4.26677 -2.20078
C 2.50421 -0.41549 1.39414
C -0.10032 2.55668 -3.26585
C -1.38193 2.21024 -1.40606
H 1.61295 -0.32945 3.34632
H -2.87820 0.79999 0.05814
C -0.90497 3.16770 -2.36480
C -1.33968 -1.62660 -1.57827
H -0.77940 -0.76938 2.21496
C 0.08101 -0.34125 1.81426
H 1.26486 -1.91659 2.38301
H -2.23554 -1.91301 -2.17873
H 3.23372 -1.23165 1.23357
H -0.41013 -1.62438 -2.14715
C 1.76444 -0.28289 0.03443
C -1.48065 -0.28759 -0.96925
C 1.45507 -0.84526 2.38156
S -0.19099 0.83089 -3.22024
H -1.81502 2.55416 -0.54688
```



Going by the energies, x is most stable and the next is 15.2 kcal/mol up.



w | Formula: C7H9N3O2
Source: the OMol25 dataset
Level of theory: ωB97M-V/def2-TZVPD

Structure (XYZ):
```
21
C7H9N3O2 ωB97M-V/def2-TZVPD
H 1.87085 2.03762 -0.06051
H 2.45116 1.27918 1.32383
H 2.39867 -2.07609 -0.45961
H 3.56591 1.40457 -0.06516
N 0.03155 1.07525 -0.31555
C 2.79544 -1.15426 0.05788
O -3.99884 1.04468 -0.09646
H -4.93427 0.96298 -0.04806
C -1.97054 -0.12709 -0.18433
N 1.97708 -0.03299 -0.35348
H 2.63981 -1.50580 1.13329
H -1.88167 -2.19258 -0.20587
C 0.60322 -0.12124 -0.25566
H 3.89784 -1.01620 -0.08395
C -1.29874 1.11303 -0.19556
N 0.08097 -1.37667 -0.25164
H -1.86136 2.07860 -0.06535
C -1.27988 -1.31867 -0.24849
C 2.50538 1.24527 0.18157
C -3.45713 -0.18695 -0.01359
O -4.13546 -1.13265 0.20669
```



x | Formula: C7H9N3O2
Source: the OMol25 dataset
Level of theory: ωB97M-V/def2-TZVPD

Structure (XYZ):
```
21
C7H9N3O2 ωB97M-V/def2-TZVPD
N -0.80257 -1.22093 -0.06213
H -1.53919 -3.70529 -0.27222
C -1.17116 -3.19262 -1.17540
C -1.35400 1.85955 2.54424
H -1.17168 -4.97820 -2.33245
H 0.50862 -2.69827 -3.12829
C -0.44010 2.58143 2.17503
H 0.39710 -4.10826 -3.95676
O 0.96140 4.45889 2.26400
C 0.64264 3.42544 1.73638
H 0.37957 -4.60086 -1.57537
N 1.94178 2.53162 -0.37547
H -0.32814 0.50996 0.88724
N -0.11690 -3.47654 -3.34565
C -0.47953 -4.15860 -2.10831
O -0.20592 -2.20637 -0.81566
C 0.03531 -0.33437 0.28807
H -2.01368 -2.70717 -1.67821
H -2.14133 1.21414 2.86455
C 1.36814 2.91995 0.55373
H 1.10104 -0.38982 0.00501
```



Going by the energies, w is most stable and the next is 125.1 kcal/mol up.



w | Formula: C2H3N3S2
Source: the OMol25 dataset
Level of theory: ωB97M-V/def2-TZVPD

Structure (XYZ):
```
10
C2H3N3S2 ωB97M-V/def2-TZVPD
N -1.39117 -0.89044 -1.16055
H -1.54817 -1.47997 -1.96770
H 0.30667 1.04742 1.68432
N -0.42962 -1.29945 -0.45698
S 1.78498 -0.98269 0.69828
H -1.25998 1.20201 0.55096
S 2.03791 0.83145 -0.42714
C 0.08878 -0.64629 0.52071
C -0.18870 0.80151 0.79444
N 0.59930 1.41646 -0.23635
```



x | Formula: C2H3N3S2
Source: the OMol25 dataset
Level of theory: ωB97M-V/def2-TZVPD

Structure (XYZ):
```
10
C2H3N3S2 ωB97M-V/def2-TZVPD
S -0.02268 -2.05552 0.10840
N -1.28233 0.33370 -0.51679
H -0.19943 1.24085 1.88709
H -0.47879 1.16775 -2.26287
H 0.56554 -0.40800 2.10824
C -0.00105 0.24613 1.51810
C -0.68496 -0.31888 0.48399
S 1.55124 -0.98989 -0.56858
N 0.89564 0.21558 -1.34182
N -0.34318 0.56829 -1.41576
```



Going by the energies, x is most stable and the next is 9.1 kcal/mol up.